Computed, not measured: a molecular structure, C11H24ClIN2O2PRhS in a non-equilibrium geometry, with wB97M-V/def2-TZVPD.

Each line ends with the Löwdin charge.
Cartesian coordinates (Å):
C  4.033  -5.253  -1.344  -0.049
C  4.126  -3.828  -0.929  -0.652
H  5.028  -5.711  -1.360  0.121
H  3.594  -5.270  -2.346  0.117
H  3.386  -5.814  -0.671  0.086
O  5.029  -3.058  -1.021  0.134
I  2.210  -3.073  -0.032  1.190
Rh  0.847  -1.075  -0.731  0.065
P  0.998  -0.258  -2.835  0.687
C  1.501  1.454  -3.177  -0.243
C  2.106  -1.389  -3.753  -0.232
H  -1.191  -1.141  -3.466  0.012
H  -0.506  -0.069  -4.733  0.073
H  -1.233  0.616  -3.257  0.064
C  -0.633  -0.218  -3.651  -0.246
H  1.666  -2.399  -3.777  0.044
H  2.244  -1.014  -4.783  0.072
H  1.583  1.608  -4.264  0.073
H  2.457  1.731  -2.717  0.057
H  3.074  -1.465  -3.226  0.046
H  0.754  2.165  -2.792  0.066
C  1.530  0.545  -0.189  -0.403
O  1.934  1.581  0.176  0.107
Cl  -0.497  -2.986  -1.505  0.006
C  -1.076  3.842  3.520  -0.065
C  -1.375  3.031  2.253  -0.193
N  -0.584  1.754  2.234  0.058
C  -1.120  0.553  1.969  -0.690
S  -0.154  -0.856  1.619  0.735
N  -2.474  0.411  2.087  0.006
C  -3.107  0.685  3.383  -0.233
C  -4.614  0.786  3.225  -0.067
H  -1.152  3.198  4.410  0.082
H  -1.791  4.668  3.653  0.095
H  -0.069  4.275  3.454  0.085
H  -2.439  2.783  2.155  0.105
H  -1.088  3.592  1.344  0.133
H  0.369  1.900  1.899  0.118
H  -2.785  -0.456  1.637  0.136
H  -2.825  -0.043  4.160  0.138
H  -2.752  1.653  3.738  0.093
H  -5.119  -0.122  2.847  0.091
H  -5.037  1.008  4.209  0.090
H  -4.846  1.654  2.587  0.087

## Properties
⟨S²⟩: 6.029
2S+1: 5
Gap between HOMO and LUMO (spin up / spin down): 5.88 / 5.00 eV
Charge: +2
HOMO energy (spin up / spin down): -0.4646 / -0.5677 Ha
LUMO level (spin up / spin down): -6.76 / -10.44 eV